[1]
{
  "formula": "C10H16S",
  "method": "ωB97M-V/def2-TZVPD",
  "symbols": ["C", "C", "C", "C", "C", "C", "C", "H", "H", "H", "H", "H", "H", "H", "H", "C", "C", "C", "S", "H", "H", "H", "H", "H", "H", "H", "H"],
  "xyz": [[-2.86, 0.74, 3.86], [-0.16, 0.77, 1.22], [-1.27, 1.13, 1.95], [0.67, -0.26, 1.64], [-1.57, 0.46, 3.13], [0.42, -0.87, 2.86], [-0.69, -0.51, 3.60], [0.08, 1.26, 0.29], [-1.90, 1.97, 1.68], [1.40, -0.62, 0.93], [1.17, -1.54, 3.24], [-3.40, -0.15, 4.16], [-3.52, 1.37, 3.27], [-0.90, -1.04, 4.52], [-2.64, 1.35, 4.75], [0.39, 0.12, -3.06], [0.74, 0.97, -4.27], [2.43, -1.83, -2.92], [1.82, -0.38, -2.07], [-0.19, 0.71, -2.34], [-0.22, -0.73, -3.31], [1.21, 0.38, -5.05], [1.37, 1.81, -3.99], [2.15, -1.88, -3.97], [3.53, -1.85, -2.94], [2.10, -2.74, -2.43], [-0.15, 1.37, -4.75]],
  "charge": 0,
  "lumo_ev": 1.0,
  "homo_energy_ev": -8.5,
  "fmax_ev_per_a": 1.107,
  "e_above_lowest_kj_mol": 28.0,
  "orbital_gap_ev": 9.5,
  "e_tot_ha": -788.80801
}



[2]
{
  "formula": "C10H16Si",
  "method": "ωB97M-V/def2-TZVPD",
  "symbols": ["C", "C", "C", "C", "C", "C", "C", "C", "C", "C", "Si", "H", "H", "H", "H", "H", "H", "H", "H", "H", "H", "H", "H", "H", "H", "H", "H"],
  "xyz": [[-2.53, -1.06, -0.17], [-2.54, 0.34, -0.07], [-1.18, 0.73, 0.26], [-0.73, -0.58, 0.61], [-1.28, -1.70, 0.10], [-3.74, 1.21, -0.20], [-0.44, 2.04, 0.36], [-1.13, -3.17, 0.32], [3.96, -0.95, -1.02], [3.40, 1.54, 0.52], [2.51, -0.04, -0.07], [-3.53, -1.50, -0.21], [-3.68, 1.48, -1.22], [-3.68, 2.10, 0.44], [-4.65, 0.76, -0.05], [-0.56, 2.48, -0.60], [0.57, 1.91, 0.55], [-0.87, 2.67, 1.17], [-0.36, -3.76, -0.30], [-2.07, -3.64, 0.19], [-0.95, -3.38, 1.39], [4.78, -1.14, -0.39], [3.70, -1.70, -1.74], [4.34, -0.11, -1.67], [4.47, 1.31, 0.80], [3.38, 2.25, -0.30], [2.80, 1.93, 1.29]],
  "charge": 0,
  "lumo_ev": -0.5,
  "homo_energy_ev": -7.2,
  "fmax_ev_per_a": 3.498,
  "e_above_lowest_kj_mol": 741.3,
  "orbital_gap_ev": 6.7,
  "e_tot_ha": -679.87246
}



[3]
{
  "formula": "C10H17B3FNO6P",
  "method": "ωB97M-V/def2-TZVPD",
  "symbols": ["N", "P", "O", "O", "B", "O", "B", "C", "C", "C", "F", "O", "B", "C", "C", "C", "C", "C", "C", "O", "H", "H", "H", "H", "H", "H", "H", "H", "H", "H", "H", "H", "H", "H", "C", "O", "H", "H", "H"],
  "xyz": [[-0.66, 1.97, 2.06], [0.88, 1.70, 2.15], [1.69, 3.17, 2.24], [1.16, 0.74, 3.50], [1.56, 0.79, 0.59], [2.43, -0.33, 0.67], [1.88, -1.42, -0.10], [2.24, -2.89, 0.45], [1.14, -3.20, 1.58], [1.62, -4.40, 2.46], [0.76, -4.49, 3.58], [1.05, -1.21, -1.23], [0.38, 0.04, -1.15], [-1.16, 0.31, -1.44], [-1.55, 0.78, -2.76], [-2.95, 1.07, -3.02], [-3.90, 0.86, -1.95], [-3.52, 0.38, -0.62], [-2.12, 0.09, -0.33], [1.19, 1.16, -0.72], [-1.18, 1.53, 2.82], [2.28, 3.07, 3.02], [0.32, 0.43, 3.87], [2.26, -3.66, -0.36], [3.26, -2.84, 0.91], [0.16, -3.38, 1.07], [1.04, -2.24, 2.17], [2.68, -4.18, 2.77], [1.58, -5.33, 1.83], [-0.74, 0.91, -3.51], [-3.21, 1.46, -4.03], [-4.97, 1.08, -2.14], [-4.28, 0.26, 0.18], [-1.77, -0.28, 0.65], [0.06, 3.61, -3.06], [-1.00, 3.70, -3.87], [0.65, 4.55, -2.90], [-0.13, 3.29, -2.01], [0.87, 2.90, -3.36]],
  "charge": -1,
  "lumo_ev": 2.1,
  "homo_energy_ev": -2.1,
  "fmax_ev_per_a": 3.187,
  "orbital_gap_ev": 4.2,
  "e_tot_ha": -1413.43755
}



[4]
{
  "formula": "C10H17BCl2F4MoO2",
  "method": "ωB97M-V/def2-TZVPD",
  "symbols": ["C", "C", "C", "C", "C", "C", "C", "C", "C", "C", "Mo", "Cl", "Cl", "O", "H", "H", "H", "H", "H", "H", "H", "H", "H", "H", "H", "H", "H", "H", "H", "H", "O", "H", "F", "B", "F", "F", "F"],
  "xyz": [[0.30, -1.26, -2.14], [1.16, -0.12, -2.22], [0.34, 1.06, -2.15], [2.62, -0.08, -2.43], [-1.05, 0.64, -2.17], [-1.07, -0.80, -2.13], [-2.32, -1.60, -2.09], [0.76, -2.67, -2.10], [0.81, 2.46, -2.26], [-2.22, 1.54, -2.26], [-0.10, 0.00, -0.15], [4.39, 1.64, 0.08], [1.97, -0.57, 0.70], [-1.07, 1.45, 0.61], [3.08, -1.04, -2.21], [3.11, 0.68, -1.80], [2.86, 0.16, -3.47], [1.76, 2.59, -1.74], [0.06, 3.14, -1.84], [0.96, 2.74, -3.31], [-2.04, 2.48, -1.73], [-3.11, 1.07, -1.84], [-2.45, 1.79, -3.30], [-3.12, -1.07, -1.55], [-2.17, -2.56, -1.60], [-2.68, -1.78, -3.11], [1.72, -2.78, -1.59], [0.88, -3.04, -3.12], [0.03, -3.31, -1.60], [-1.08, 1.22, 1.59], [-1.01, -1.63, 0.53], [-0.80, -1.69, 1.50], [0.10, 0.95, 2.77], [-0.10, 0.25, 4.05], [-1.51, 0.22, 4.21], [0.39, -1.08, 3.89], [0.61, 0.98, 5.00]],
  "charge": 0,
  "lumo_ev": [-4.4, -4.4],
  "homo_energy_ev": [-8.2, -8.2],
  "fmax_ev_per_a": 4.139,
  "e_above_lowest_kj_mol": 180.1,
  "orbital_gap_ev": [3.8, 3.8],
  "e_tot_ha": -1954.78019
}



[5]
{
  "formula": "C10H17BrN3",
  "method": "ωB97M-V/def2-TZVPD",
  "symbols": ["C", "C", "C", "C", "C", "C", "C", "C", "C", "C", "N", "N", "N", "Br", "H", "H", "H", "H", "H", "H", "H", "H", "H", "H", "H", "H", "H", "H", "H", "H", "H"],
  "xyz": [[1.79, -1.15, 1.90], [0.58, -2.78, 0.75], [1.80, -2.64, 1.63], [-0.15, 2.60, -1.38], [-1.49, 1.87, -1.22], [0.92, 1.61, -0.90], [-1.14, 0.59, -0.33], [0.95, -0.75, -0.17], [-2.03, -0.58, -0.70], [-1.11, 0.83, 1.13], [1.51, -0.26, 1.05], [0.14, -1.91, -0.06], [0.24, 0.31, -0.85], [2.43, -1.21, -1.51], [2.17, -0.80, 2.84], [-0.05, -3.61, 1.00], [2.66, -3.01, 1.10], [1.95, -3.31, 2.56], [0.00, 3.22, -2.30], [-0.15, 3.59, -0.65], [-2.27, 2.45, -0.73], [-1.90, 1.45, -2.25], [1.72, 1.58, -1.58], [1.31, 1.73, 0.13], [-2.15, -1.22, 0.20], [-1.38, -1.12, -1.39], [-3.00, -0.13, -1.08], [-0.74, 0.02, 1.71], [-2.24, 0.75, 1.51], [-0.52, 1.80, 1.43], [0.16, 0.05, -1.84]],
  "charge": 1,
  "lumo_ev": -4.2,
  "homo_energy_ev": -13.7,
  "fmax_ev_per_a": 4.448,
  "e_above_lowest_kj_mol": 81.5,
  "orbital_gap_ev": 9.5,
  "e_tot_ha": -3129.19999
}



[6]
{
  "formula": "C10H17BrO",
  "method": "ωB97M-V/def2-TZVPD",
  "symbols": ["C", "C", "C", "C", "C", "C", "C", "C", "C", "C", "O", "Br", "H", "H", "H", "H", "H", "H", "H", "H", "H", "H", "H", "H", "H", "H", "H", "H", "H"],
  "xyz": [[-1.24, 1.12, 1.03], [-1.24, -0.35, 1.42], [0.95, 1.86, -0.04], [-0.35, 1.13, -0.18], [-0.70, -1.14, 0.43], [-0.38, -0.32, -0.73], [1.82, 1.45, 1.18], [-0.49, -2.62, 0.52], [0.98, -0.77, -1.50], [-1.52, -0.31, -1.80], [2.25, 0.13, 1.04], [3.45, 2.70, 1.41], [-2.24, 1.41, 0.87], [-0.77, 1.65, 1.80], [1.06, 1.69, 2.04], [-1.78, -0.63, 2.26], [1.53, 1.62, -0.83], [0.69, 2.81, 0.15], [-0.87, 1.73, -0.91], [0.29, -2.95, 1.15], [-0.12, -2.96, -0.51], [-1.42, -3.16, 0.85], [0.71, -1.85, -1.76], [1.83, -0.74, -0.73], [1.36, -0.20, -2.42], [-2.38, 0.43, -1.41], [-1.93, -1.30, -2.04], [-1.27, 0.12, -2.83], [1.78, -0.55, 1.53]],
  "charge": 0,
  "lumo_ev": 0.7,
  "homo_energy_ev": -9.0,
  "fmax_ev_per_a": 4.657,
  "e_above_lowest_kj_mol": 288.3,
  "orbital_gap_ev": 9.7,
  "e_tot_ha": -3040.39034
}